{
  "formula": "C23H39FN4O",
  "method": "ωB97M-V/def2-TZVPD",
  "species": ["N", "C", "C", "C", "C", "N", "F", "N", "C", "C", "C", "C", "C", "C", "C", "C", "C", "C", "C", "C", "C", "N", "C", "C", "C", "C", "H", "H", "H", "H", "H", "H", "H", "H", "H", "H", "H", "H", "H", "H", "H", "H", "H", "H", "H", "H", "H", "H", "H", "H", "H", "H", "H", "H", "H", "H", "H", "H", "H", "H", "C", "C", "O", "H", "H", "H", "H", "H"],
  "xyz": [[-4.4206, 2.2326, -3.7958], [-3.2587, 2.1286, -2.8403], [-1.9326, 2.0970, -3.7544], [-1.2920, 3.4392, -4.1906], [-0.0352, 3.2171, -5.1181], [0.2986, 1.8606, -5.3908], [1.3682, 1.7376, -6.2340], [-0.1958, 0.7056, -5.0097], [-1.3304, 0.7293, -4.1745], [-1.9514, -0.7012, -3.7338], [-0.7264, -1.6947, -3.3220], [-0.0848, -1.2619, -1.9021], [1.3266, -2.0324, -1.6179], [1.3114, -2.8811, -0.2433], [2.1106, -2.1570, 0.9674], [2.4322, -3.1411, 2.1963], [1.3497, -3.0313, 3.4187], [-0.1601, -2.8386, 2.9123], [-1.2861, -2.9499, 4.0615], [-0.7171, -3.0298, 5.5618], [-0.2147, -1.6208, 6.1435], [1.0981, -1.6596, 6.8447], [1.7063, -0.3875, 7.2424], [3.0636, -0.7071, 7.9280], [3.2652, -2.2561, 7.9112], [1.9595, -2.7495, 7.2356], [-4.0864, 2.8806, -4.5384], [-5.2404, 2.6361, -3.3229], [-3.2289, 3.0918, -2.1936], [-3.3365, 1.2559, -2.1111], [-1.6761, 4.4753, -3.8987], [0.5505, 4.1041, -5.5685], [-2.5933, -1.1580, -4.5728], [-2.6228, -0.5712, -2.8220], [0.1135, -1.7066, -4.0944], [-1.1086, -2.7721, -3.1988], [0.1428, -0.1266, -1.8584], [-0.8062, -1.4639, -1.0224], [2.1619, -1.2564, -1.5440], [1.4784, -2.7635, -2.4906], [1.8589, -3.8760, -0.4358], [0.2392, -3.1831, 0.0730], [3.1204, -1.7707, 0.5507], [1.5169, -1.2628, 1.3613], [3.4378, -2.7934, 2.6441], [2.6051, -4.2332, 1.8723], [1.7172, -2.2259, 4.1424], [1.4078, -4.0439, 3.9585], [-0.2921, -1.8459, 2.3626], [-0.3788, -3.6837, 2.1498], [-1.8980, -3.9171, 3.8866], [-2.0082, -2.0723, 3.9260], [-1.6116, -3.3527, 6.2253], [0.0481, -3.8841, 5.6689], [-0.1252, -0.8922, 5.2536], [-0.9968, -1.1397, 6.8468], [1.2780, 0.6574, 7.0903], [3.8349, 0.0010, 8.3853], [4.1022, -2.9261, 8.2824], [1.6827, -3.8485, 7.0515], [0.3113, 7.7513, -5.8995], [-1.1022, 7.3839, -6.3968], [-1.5958, 6.4519, -5.5737], [0.9848, 6.8861, -5.9109], [0.7517, 8.5173, -6.5523], [0.2917, 8.1602, -4.8838], [-0.9716, 7.1199, -7.4649], [-1.6403, 8.3486, -6.4731]],
  "atomic_forces_ev_per_a": [[1.19, 0.11, 0.19], [0.58, 1.43, -0.15], [1.48, 0.68, -0.38], [1.67, -4.84, -1.43], [-2.89, -0.92, 1.88], [-1.27, 3.18, 1.05], [-0.46, -0.22, 0.43], [-2.42, 0.98, 1.64], [0.36, 2.28, -0.75], [1.24, 0.06, -0.08], [-0.08, 0.24, 0.95], [0.57, 0.31, 0.25], [-1.11, -0.23, 0.43], [0.59, -0.33, 0.13], [0.11, -0.50, -0.35], [0.20, 0.74, 0.66], [0.34, -0.87, -0.75], [0.05, -0.47, -0.08], [0.20, -0.44, 0.03], [-1.21, -0.23, 0.65], [-0.54, 0.03, -0.82], [2.92, 1.40, 1.64], [3.78, -2.63, 1.81], [-2.54, -2.46, -1.60], [-5.13, 2.30, -2.25], [2.17, 1.40, 1.01], [-0.87, -0.48, 0.71], [0.63, -0.14, -0.37], [0.39, -1.54, -0.91], [0.13, 1.01, -1.29], [0.77, -1.31, -0.83], [-0.98, -1.77, 0.65], [1.10, 0.95, 1.11], [0.94, 0.02, -1.34], [-1.34, 0.13, 0.87], [0.42, 1.63, -0.34], [-0.55, -1.70, -0.32], [0.96, 0.21, -1.50], [-1.02, -1.23, -0.39], [0.10, 1.20, 1.25], [-0.75, 1.44, 0.29], [1.69, 0.69, -0.55], [-1.71, -0.57, 0.56], [0.90, -1.09, -0.62], [-1.50, -0.62, -0.67], [-0.54, 1.68, 0.30], [-0.77, -1.02, -0.98], [-0.08, 1.56, -0.57], [0.29, -1.35, 0.73], [0.43, 1.45, 1.14], [0.97, 1.59, 0.30], [0.93, -1.21, 0.48], [1.46, 0.43, -1.04], [-1.07, 1.62, -0.28], [0.08, -1.08, 1.34], [1.23, -1.01, -1.03], [0.38, -2.02, 0.05], [-1.57, -0.93, -0.93], [-1.38, 1.21, -0.56], [0.33, 2.16, 0.23], [0.34, 0.72, -0.54], [1.56, 0.36, 0.52], [-0.97, -1.43, 0.37], [-0.16, -0.07, 0.01], [0.18, 0.05, 0.02], [-0.15, -0.16, -0.06], [-0.14, -0.47, -0.24], [-0.48, 0.08, 0.29]],
  "nbo_charge": [-0.833, -0.258, 0.003, -0.136, 0.043, 0.246, -0.151, -0.200, 0.242, -0.445, -0.407, -0.413, -0.410, -0.407, -0.414, -0.405, -0.415, -0.421, -0.402, -0.426, -0.207, -0.383, -0.107, -0.292, -0.324, -0.066, 0.372, 0.376, 0.202, 0.212, 0.342, 0.324, 0.260, 0.235, 0.227, 0.223, 0.198, 0.205, 0.215, 0.209, 0.205, 0.203, 0.209, 0.202, 0.215, 0.205, 0.219, 0.205, 0.201, 0.207, 0.213, 0.207, 0.218, 0.224, 0.204, 0.214, 0.232, 0.233, 0.243, 0.220, -0.618, -0.023, -0.947, 0.160, 0.171, 0.188, 0.086, 0.092],
  "charge": 0,
  "homo_lumo_gap_ha": 0.133,
  "energy_ev": -35194.26360,
  "lumo_energy_ev": -2.1440
}